[1]
Here is a structure of composition C13H10BF9N6OV from the OMol25 dataset. Energies are from ωB97M-V/def2-TZVPD.

Calculated values
E_tot: -75456.29267 eV
E_LUMO (spin up / spin down): 0.016 / 0.017 Ha
Energy above the lowest of the compared OMol25 structures with the same formula, charge and spin: 0.00 kJ/mol
Kohn-Sham gap (spin up / spin down): 7.472 / 6.936 eV

Geometry as ORCA input:
```
! RIJCOSX wB97M-V def2-TZVPD def2/J DEFGRID3
* xyz 0 2
V 0.111 -0.510 -0.576
C 0.459 -0.826 3.740
C -0.164 -1.243 2.562
N 0.386 -0.648 1.509
N 1.373 0.152 1.983
C 1.438 0.049 3.319
B 2.265 0.982 1.028
N 1.397 1.993 0.239
C 1.496 3.330 0.193
C 0.546 3.811 -0.683
C -0.094 2.667 -1.161
N 0.415 1.577 -0.598
N 2.948 0.014 0.010
C 4.253 -0.205 -0.188
C 4.402 -1.146 -1.188
C 3.096 -1.460 -1.561
N 2.226 -0.761 -0.837
H 0.233 -1.127 4.747
H -0.978 -1.935 2.430
H 2.178 0.603 3.872
H 3.101 1.567 1.656
H 2.237 3.841 0.784
H 0.349 4.835 -0.946
H -0.899 2.584 -1.873
H 4.988 0.324 0.396
H 5.315 -1.544 -1.590
H 2.742 -2.150 -2.309
F -4.815 -0.735 -2.437
C -3.546 -1.164 -2.511
F -3.564 -2.419 -2.970
F -2.912 -0.415 -3.411
C -2.826 -1.093 -1.131
O -1.495 -1.222 -1.323
C -3.339 -2.254 -0.227
F -3.001 -2.019 1.056
F -4.667 -2.406 -0.270
F -2.780 -3.409 -0.575
C -3.163 0.268 -0.451
F -3.136 1.273 -1.335
F -2.223 0.537 0.475
F -4.351 0.286 0.154
*
```

---

[2]
Here is an isolated molecule of C13H10Cl2N2O2S2 in a non-equilibrium geometry from the OMol25 dataset. Energies are from ωB97M-V/def2-TZVPD.

Calculated values
E_tot: -67434.69712 eV
E_LUMO: 0.017 Ha
SMILES: O=C1C[C@H](SC2=NCCS2)C(=O)N1c1cccc(Cl)c1Cl
Kohn-Sham gap: 9.302 eV

Geometry as ORCA input:
```
! RIJCOSX wB97M-V def2-TZVPD def2/J DEFGRID3
* xyz 0 1
O 2.129 3.083 -0.021
C 1.107 2.464 -0.078
N 1.015 1.108 -0.370
C -0.278 0.632 -0.466
O -0.585 -0.480 -0.793
C -1.198 1.760 -0.034
C -0.308 2.983 0.085
H -0.510 3.722 -0.693
H -0.404 3.484 1.049
H -2.057 1.875 -0.695
S -1.839 1.262 1.628
C -2.824 -0.101 1.181
N -2.965 -1.086 1.943
C -3.886 -2.075 1.485
H -4.756 -2.055 2.150
H -3.411 -3.054 1.577
C -4.298 -1.793 0.020
H -3.786 -2.451 -0.681
H -5.373 -1.857 -0.133
S -3.760 -0.097 -0.339
C 2.148 0.274 -0.540
C 2.390 -0.336 -1.761
C 3.495 -1.154 -1.913
C 4.363 -1.359 -0.856
C 4.119 -0.756 0.369
C 3.002 0.058 0.541
Cl 2.659 0.768 2.069
Cl 5.190 -1.026 1.685
H 5.231 -1.989 -0.968
H 3.683 -1.632 -2.862
H 1.706 -0.169 -2.578
*
```